{"formula": "C24H31Cl2N7O2", "method": "wB97M-V/def2-TZVPD", "elements": ["O", "O", "Cl", "Cl", "N", "N", "N", "C", "C", "C", "C", "C", "C", "C", "C", "C", "C", "C", "C", "C", "C", "C", "N", "N", "N", "N", "C", "C", "C", "C", "C", "C", "C", "C", "C", "H", "H", "H", "H", "H", "H", "H", "H", "H", "H", "H", "H", "H", "H", "H", "H", "H", "H", "H", "H", "H", "H", "H", "H", "H", "H", "H", "H", "H", "H", "H"], "coordinates": [[4.43899, 3.04175, -0.80630], [3.40373, -0.81850, 1.51812], [-6.24233, -2.64831, -1.64958], [-2.34524, -5.72446, -4.08847], [-3.28300, 0.18448, -3.32351], [1.06109, 1.35705, -0.78947], [-0.89135, 1.47102, -2.09105], [4.48870, 2.62908, 0.34072], [3.77705, -0.00134, 2.35155], [-4.10326, -0.71590, -3.79534], [-2.21648, -0.49874, -2.72969], [-2.43304, -1.84926, -2.87270], [0.15670, 1.98896, -1.50244], [0.94383, 0.03190, -0.74842], [-1.04459, 0.14150, -2.05651], [-0.09962, -0.62040, -1.37473], [-4.44168, -6.10923, -0.68468], [-5.25526, -4.97479, -0.67604], [-3.56001, -6.31606, -1.74680], [-5.19799, -4.05050, -1.72361], [-3.48716, -5.40128, -2.80155], [-4.31443, -4.25833, -2.80296], [0.25392, 3.31599, -1.56193], [4.52552, -0.41822, 3.37817], [-3.63486, -1.99851, -3.53952], [3.44906, 2.00311, 0.89198], [5.75009, 2.85759, 1.15248], [-5.35929, -0.35292, -4.52617], [5.03797, 0.37626, 4.49515], [-4.26568, -3.26605, -3.94798], [-0.05790, 3.12079, 3.31578], [2.21528, 4.05492, 3.61314], [1.36834, 3.10175, 2.76464], [1.90311, 1.65577, 2.77731], [3.34429, 1.47835, 2.26047], [-1.78802, -2.64901, -2.52638], [1.68041, -0.55290, -0.20999], [-0.16279, -1.69672, -1.31035], [-4.49010, -6.82442, 0.13197], [-5.94148, -4.80085, 0.14758], [-2.91937, -7.19280, -1.75967], [-0.63508, 3.74974, -1.76770], [0.85076, 3.70632, -0.84815], [4.75125, -1.40154, 3.35658], [2.67205, 1.82238, 0.26219], [6.13752, 1.90220, 1.49888], [6.49043, 3.33460, 0.51145], [5.52964, 3.51115, 1.99313], [-5.36634, -0.81655, -5.51576], [-6.23295, -0.69747, -3.96760], [-5.42427, 0.73247, -4.64531], [5.53884, -0.27633, 5.21198], [4.21910, 0.88860, 5.00365], [5.75731, 1.11311, 4.13335], [-5.28976, -3.08349, -4.28677], [-3.72440, -3.66990, -4.80695], [-0.69158, 2.47468, 2.70736], [-0.07183, 2.77129, 4.34786], [-0.45725, 4.13409, 3.27231], [3.20701, 4.16130, 3.17714], [2.29738, 3.68029, 4.63292], [1.74906, 5.04023, 3.62983], [1.34118, 3.47473, 1.74082], [1.85224, 1.27279, 3.79719], [1.24172, 1.04377, 2.16207], [3.99485, 2.06078, 2.90631]], "atomic_forces_ev_per_a": [[-0.1115, 0.0330, -0.2741], [-0.0542, 0.3870, -0.1260], [0.3621, -0.4094, -0.1483], [-0.3127, 0.1611, 0.3088], [0.7194, -0.0754, 0.3931], [1.3035, -1.0540, 0.7163], [-1.5688, -1.3521, -1.1690], [1.0486, 0.7374, -0.6567], [-0.9721, -0.2790, -1.0576], [0.6549, 0.1768, 0.3334], [-0.5589, 0.0538, -0.3067], [0.1784, 0.3920, 0.1777], [-0.3976, -0.3726, 0.5368], [-0.4500, -0.1565, -0.3826], [-0.2295, 0.4444, -0.1720], [0.0697, -0.5529, 0.0342], [0.0686, 0.4942, -0.5793], [-0.0194, 0.1004, -0.0570], [0.0154, -0.0025, -0.0065], [0.5450, -0.8398, 0.1074], [-0.6553, 0.1328, 0.8042], [0.1497, 0.1318, -0.3638], [0.0523, 1.6564, 0.0466], [0.7711, 0.0858, 1.2364], [-0.2719, 0.2700, -0.1737], [-0.6399, -0.9010, 1.4964], [-0.2451, -0.1433, -0.1014], [0.0829, -0.4581, 0.0774], [-0.1943, 0.0265, -0.4412], [0.1982, 0.2097, 0.1366], [0.1518, -0.1614, -0.5081], [0.0054, -0.2251, -0.5897], [0.0497, -0.0574, 0.6398], [0.0930, 0.1918, -0.3605], [0.1908, 0.3632, -0.3439], [-0.4838, -0.1420, -0.2712], [0.1753, 0.2646, 0.1802], [-0.0476, -0.0130, -0.0086], [0.0043, 0.1437, -0.1623], [0.0946, 0.0006, -0.1406], [-0.0829, 0.1426, -0.0257], [0.3295, 0.2916, 0.0272], [-0.0960, 0.3003, -0.2444], [-0.1113, 0.0741, -0.0777], [-0.2486, -0.0194, -0.1581], [0.1229, -0.0460, 0.2578], [-0.1683, -0.0611, 0.0415], [0.1132, -0.0126, 0.2408], [-0.1376, 0.0434, 0.0119], [-0.0519, 0.0020, -0.1250], [0.2036, -0.2875, 0.1305], [-0.1124, 0.0329, -0.1639], [0.1061, 0.0170, 0.0816], [0.0342, 0.0525, 0.1646], [0.1747, 0.3102, 0.1417], [-0.0248, -0.0665, 0.2299], [-0.1706, -0.0306, 0.1135], [-0.0809, -0.0054, 0.0747], [-0.0832, -0.0159, 0.0877], [0.1822, 0.0981, 0.1370], [0.0619, 0.0285, 0.1218], [0.0631, 0.0274, 0.0970], [0.0916, -0.0682, -0.1296], [-0.0329, -0.0936, 0.1518], [-0.0117, -0.1434, 0.0024], [0.1581, 0.1685, -0.0138]], "e_lumo_ev": 0.57, "smiles": "Cc1nc(-c2ccnc(N)n2)cn1Cc1c(Cl)cccc1Cl.CNC(=O)[C@H](CC(C)C)NC(C)=O", "e_tot_ha": -2387.38656, "homo_lumo_gap_ha": 0.3189, "homo_ha": -0.2980}